Formula: C29H31I2NO25P2SSi2
Source: the Open Molecules 2025 dataset
Level of theory: ωB97M-V/def2-TZVPD

Cartesian coordinates (Å):
N (1.00, -2.66, -0.09)
Si (0.37, -3.59, 1.31)
C (-0.25, -2.44, 2.75)
C (-1.03, -3.23, 3.89)
O (-1.24, -4.45, 3.90)
I (-1.82, -2.09, 5.58)
O (-0.73, -4.85, 0.90)
Si (-2.21, -4.33, 0.18)
C (-3.39, -3.39, 1.38)
C (-3.31, -1.80, 1.30)
C (-4.73, -1.09, 0.94)
S (-6.00, -1.27, 2.27)
O (-6.28, 0.00, 3.03)
O (-7.26, -1.73, 1.58)
O (-5.65, -2.46, 3.40)
P (-2.00, -3.38, -1.82)
O (-1.41, -1.77, -1.71)
I (-4.26, -3.08, -2.84)
P (-3.30, -6.25, -0.23)
O (-4.58, -6.04, -1.02)
O (-2.27, -7.47, -0.82)
O (-3.79, -6.79, 1.34)
H (0.56, -1.71, -0.01)
H (2.01, -2.46, 0.09)
H (1.56, -4.26, 1.88)
H (0.73, -2.07, 3.24)
H (-0.77, -1.50, 2.38)
H (-4.45, -3.68, 1.03)
H (-3.33, -3.81, 2.45)
H (-2.49, -1.38, 0.64)
H (-3.08, -1.42, 2.37)
H (-5.11, -1.45, -0.08)
H (-4.49, 0.04, 0.86)
H (-5.11, -2.10, 4.14)
H (-2.13, -1.11, -1.72)
H (-2.47, -8.31, -0.34)
H (-3.23, -6.34, 2.02)
C (-1.09, -0.72, -7.51)
C (-1.76, -0.25, -6.46)
C (-1.41, -0.67, -5.07)
O (-2.03, -0.20, -4.13)
C (-0.33, -1.64, -4.89)
C (0.33, -2.12, -5.95)
C (0.01, -1.68, -7.33)
O (0.65, -2.12, -8.27)
O (1.33, -3.03, -5.80)
O (-2.78, 0.64, -6.61)
H (-1.33, -0.42, -8.52)
H (-0.11, -1.95, -3.88)
H (1.65, -3.21, -6.70)
H (-3.09, 0.83, -5.70)
C (3.23, 1.35, 0.20)
C (4.28, 1.99, -0.33)
C (4.62, 1.86, -1.78)
O (5.57, 2.47, -2.24)
C (3.78, 0.98, -2.61)
C (2.73, 0.34, -2.07)
C (2.38, 0.50, -0.63)
O (1.41, -0.09, -0.18)
O (1.95, -0.47, -2.82)
O (5.08, 2.78, 0.42)
H (2.98, 1.44, 1.25)
H (4.04, 0.88, -3.65)
H (1.26, -0.81, -2.21)
H (5.76, 3.13, -0.19)
C (-5.06, 4.00, 0.39)
C (-4.84, 5.31, 0.52)
C (-5.20, 6.04, 1.77)
O (-4.96, 7.23, 1.86)
C (-5.82, 5.28, 2.86)
C (-6.05, 3.97, 2.73)
C (-5.66, 3.23, 1.49)
O (-5.87, 2.03, 1.42)
O (-6.63, 3.25, 3.72)
O (-4.28, 6.03, -0.49)
H (-4.80, 3.45, -0.51)
H (-6.09, 5.82, 3.75)
H (-6.68, 2.33, 3.39)
H (-4.23, 6.94, -0.15)
C (9.41, 3.25, 4.01)
C (8.28, 3.44, 3.33)
C (8.29, 3.84, 1.89)
O (7.23, 3.99, 1.30)
C (9.59, 4.04, 1.24)
C (10.72, 3.85, 1.92)
C (10.71, 3.42, 3.35)
O (11.77, 3.24, 3.93)
O (11.93, 4.03, 1.34)
O (7.06, 3.29, 3.92)
H (9.42, 2.96, 5.05)
H (9.58, 4.34, 0.21)
H (12.59, 3.83, 2.03)
H (6.41, 3.48, 3.22)

Summary:
E_tot ... -5314.84164 Eh
E_HOMO ... -0.3287 Ha
Orbital gap ... 0.252 hartree
Energy relative to the best compared isomer or geometry (same formula, charge and spin) ... 0.0 kJ/mol